{
  "formula": "C35H24Cl5CoN7O3S",
  "method": "wB97M-V/def2-TZVPD",
  "lumo_energy_ha": [0.1340, 0.1339],
  "spin_multiplicity": 2,
  "total_charge": -2,
  "homo_lumo_gap_ev": [5.440, 5.417],
  "homo_ha": [-0.0659, -0.0652],
  "s2": 0.759,
  "symbols": ["Co", "Cl", "C", "C", "C", "Cl", "C", "Cl", "C", "Cl", "C", "Cl", "C", "O", "C", "C", "C", "C", "C", "C", "N", "N", "C", "C", "C", "C", "O", "C", "N", "C", "C", "C", "C", "H", "H", "H", "H", "H", "H", "H", "H", "H", "H", "H", "H", "C", "C", "C", "N", "N", "C", "N", "S", "H", "H", "H", "H", "H", "H", "H", "O", "C", "N", "C", "C", "C", "C", "C", "C", "C", "C", "H", "H", "H", "H", "H"],
  "coordinates": [[0.0249, 0.1201, 0.1878], [0.5339, -2.9900, 1.5660], [-0.3557, -2.9081, 0.0650], [-0.5634, -1.6769, -0.5710], [-1.2335, -1.7993, -1.7991], [-1.6114, -0.3849, -2.7386], [-1.6536, -3.0130, -2.3470], [-2.4487, -3.0902, -3.8914], [-1.4479, -4.1966, -1.6508], [-1.9901, -5.7132, -2.2972], [-0.7989, -4.1386, -0.4273], [-0.5593, -5.6172, 0.4566], [6.0740, 0.8638, 3.8073], [6.1826, 2.2560, 4.0594], [5.6499, 3.0882, 3.1133], [5.1442, 2.6603, 1.8884], [4.5928, 3.5791, 1.0074], [4.5355, 4.9432, 1.3106], [5.0945, 5.3501, 2.5233], [5.6313, 4.4447, 3.4189], [4.0829, 6.0025, 0.4761], [3.3012, 5.8499, -0.5143], [2.4463, 4.7754, -0.6779], [2.1777, 4.4294, -2.0103], [1.5527, 3.2651, -2.3803], [1.0984, 2.3309, -1.3989], [0.6181, 1.2140, -1.6612], [1.1809, 2.7884, 0.0045], [0.5936, 1.9752, 0.9112], [0.5420, 2.3615, 2.1665], [1.0796, 3.5780, 2.5988], [1.7255, 4.3873, 1.7042], [1.8105, 3.9977, 0.3529], [6.4275, 0.3665, 4.7089], [6.6993, 0.5638, 2.9618], [5.0465, 0.5639, 3.5970], [5.1386, 1.6128, 1.6153], [4.2100, 3.2096, 0.0668], [5.0811, 6.4082, 2.7575], [6.0357, 4.7743, 4.3684], [2.5833, 5.0930, -2.7679], [1.4227, 2.9977, -3.4208], [0.0463, 1.6965, 2.8561], [0.9935, 3.8552, 3.6416], [2.1573, 5.3246, 2.0250], [1.3984, -2.5759, 6.2251], [0.9812, -1.1126, 6.0609], [0.0280, -0.9309, 4.9236], [0.3927, -0.5872, 3.7440], [-0.6341, -0.5200, 2.8399], [-1.7791, -0.8180, 3.3624], [-2.9345, -0.9015, 2.6473], [-1.6874, -1.2289, 5.0563], [2.1795, -2.6747, 6.9805], [1.7791, -2.9608, 5.2794], [0.5508, -3.1945, 6.5249], [1.8544, -0.4996, 5.8355], [0.5313, -0.7413, 6.9847], [-2.8442, -0.4584, 1.7259], [-3.7832, -0.6755, 3.1380], [4.2260, -0.7531, 0.6902], [3.0307, -0.5829, 0.5578], [1.8735, -0.4338, 0.4402], [-1.7969, 0.7048, 0.1757], [-2.9683, 1.0597, 0.1747], [-4.3224, 1.5081, 0.1645], [-4.6359, 2.8704, 0.2929], [-5.9494, 3.3062, 0.2807], [-6.9949, 2.3992, 0.1443], [-6.7022, 1.0479, 0.0181], [-5.3877, 0.6073, 0.0274], [-3.8205, 3.5748, 0.3943], [-6.1623, 4.3646, 0.3775], [-8.0219, 2.7435, 0.1244], [-7.5062, 0.3298, -0.0958], [-5.1638, -0.4461, -0.0880]],
  "mulliken_charge": [-0.492, -0.159, 1.442, -1.433, 1.349, -0.164, -0.510, -0.236, 0.535, -0.243, -0.471, -0.244, -0.727, -0.498, 0.997, -0.374, -0.380, -0.509, 0.082, -0.621, -0.654, -0.674, 0.516, -0.295, -1.118, 0.492, -0.388, 0.571, 0.101, -0.232, -1.303, -0.580, 0.049, 0.219, 0.336, 0.289, 0.396, 0.416, 0.396, 0.379, 0.358, 0.420, 0.444, 0.432, 0.584, -1.015, -0.462, 0.277, -0.582, 0.428, 0.273, -0.384, -0.316, 0.337, 0.283, 0.313, 0.240, 0.299, -0.208, 0.310, -0.851, 0.700, -0.426, -0.177, 0.311, 0.276, -0.504, -0.421, -0.467, -0.450, -0.299, 0.469, 0.362, 0.352, 0.353, 0.484]
}

=====

{
  "formula": "C12H13N4O7",
  "method": "wB97M-V/def2-TZVPD",
  "lumo_energy_ha": -0.0021,
  "spin_multiplicity": 1,
  "total_charge": -1,
  "homo_lumo_gap_ev": 2.857,
  "homo_ha": -0.1071,
  "symbols": ["C", "C", "O", "C", "C", "C", "C", "C", "O", "O", "H", "H", "H", "H", "H", "H", "H", "H", "H", "H", "H", "O", "N", "C", "C", "C", "N", "O", "O", "N", "C", "N", "C", "O", "H", "H"],
  "coordinates": [[-4.8990, 0.4009, 1.8998], [-3.6303, 1.2146, 1.9103], [-2.4863, 0.3551, 1.9054], [-1.3446, 1.1059, 1.9144], [-0.1284, 0.2606, 1.8803], [-0.2580, -1.1996, 1.8831], [1.1384, 0.9492, 1.9166], [2.4060, 0.0989, 1.9504], [1.2248, 2.1755, 1.9093], [-1.3956, 2.3223, 1.9473], [-5.7362, 1.1017, 1.8881], [-4.9784, -0.2282, 1.0083], [-4.9969, -0.2183, 2.7965], [-3.5907, 1.8593, 1.0217], [-3.5967, 1.8450, 2.8091], [-1.3243, -1.4446, 1.8635], [0.2418, -1.6427, 1.0071], [0.1989, -1.6473, 2.7791], [2.2265, -0.9808, 1.9550], [3.0124, 0.3315, 1.0657], [3.0025, 0.3695, 2.8309], [2.8811, -2.5018, -0.4002], [3.4591, -1.7910, -1.2621], [2.6526, -0.9823, -2.1287], [1.2629, -1.1539, -2.1622], [0.6067, -0.2778, -2.9986], [-0.7379, -0.1661, -3.3260], [-1.7231, -0.8057, -3.0080], [-0.8539, 0.9388, -4.2117], [0.4087, 1.5164, -4.4520], [1.2848, 0.7635, -3.7249], [2.6083, 0.9203, -3.6726], [3.2734, 0.0511, -2.9113], [4.7046, -1.7603, -1.3872], [0.7225, -1.9247, -1.6299], [4.3644, 0.1447, -2.8664]],
  "mulliken_charge": [-1.233, -0.206, -0.289, 0.388, 0.484, -1.303, 0.782, -1.042, -0.744, -0.681, 0.385, 0.290, 0.299, 0.300, 0.301, 0.306, 0.079, 0.265, 0.275, 0.098, 0.306, -0.543, 0.947, 0.046, -0.241, 0.346, 0.804, -0.655, -0.163, -0.518, 0.509, -0.580, -0.281, -0.600, 0.395, 0.476]
}

=====

{
  "formula": "C5H7Cl",
  "method": "wB97M-V/def2-TZVPD",
  "lumo_energy_ha": 0.0276,
  "smiles": "C=C1CC1=C.Cl",
  "spin_multiplicity": 1,
  "homo_lumo_gap_ev": 9.911,
  "homo_ha": -0.3366,
  "symbols": ["C", "C", "C", "C", "C", "H", "H", "H", "H", "H", "H", "Cl", "H"],
  "coordinates": [[0.5507, 1.9918, -0.5229], [0.5295, 0.8174, 0.0206], [0.9842, -0.0015, 1.1996], [0.1013, -0.5675, 0.1966], [-0.3786, -1.6497, -0.2803], [-0.1189, 2.1031, -1.3391], [1.2306, 2.6536, -0.2150], [2.0096, -0.1447, 1.2276], [0.4672, 0.4116, 2.1313], [-0.1420, -2.6091, 0.0379], [-1.1623, -1.7029, -1.0337], [-2.9650, 0.0894, -0.1282], [-3.4795, -0.2839, 0.9685]],
  "mulliken_charge": [-0.842, 0.338, -0.511, 0.230, -0.730, 0.239, 0.341, 0.294, 0.156, 0.276, 0.233, -0.264, 0.239]
}